Entry 1:
{
  "formula": "C17H21N3O4S2",
  "method": "ωB97M-V/def2-TZVPD",
  "lumo_ev": 0.40,
  "smiles": "CCOC(=O)c1c(NC(=O)C[C@H]2SC(N)=NC2=O)sc2c1CC[C@H](C)C2",
  "relative_energy_kcal_mol": 14.9,
  "homo_ev": -7.81,
  "species": ["C", "C", "O", "C", "O", "C", "C", "N", "C", "O", "C", "C", "S", "C", "N", "N", "C", "O", "S", "C", "C", "C", "C", "C", "C", "C", "H", "H", "H", "H", "H", "H", "H", "H", "H", "H", "H", "H", "H", "H", "H", "H", "H", "H", "H", "H", "H"],
  "coordinates": [[4.021, 2.463, 0.303], [3.773, 1.638, -0.947], [2.397, 1.255, -0.957], [2.053, 0.233, -1.772], [2.840, -0.274, -2.536], [0.657, -0.172, -1.609], [-0.205, 0.286, -0.628], [0.074, 1.210, 0.355], [-0.823, 1.526, 1.318], [-1.949, 1.064, 1.328], [-0.287, 2.421, 2.420], [0.146, 1.507, 3.579], [-1.254, 0.605, 4.268], [-0.669, -0.856, 3.461], [-1.413, -1.951, 3.490], [0.497, -0.794, 2.912], [1.088, 0.419, 2.978], [2.179, 0.713, 2.561], [-1.762, -0.453, -0.690], [-1.267, -1.392, -2.063], [0.017, -1.148, -2.431], [0.518, -1.862, -3.640], [-0.529, -1.707, -4.753], [-1.965, -2.096, -4.336], [-2.945, -0.996, -4.740], [-2.092, -2.366, -2.819], [3.721, 1.897, 1.182], [3.452, 3.389, 0.265], [5.077, 2.703, 0.377], [3.987, 2.209, -1.858], [4.388, 0.732, -0.957], [1.035, 1.539, 0.374], [0.578, 2.992, 2.079], [-1.074, 3.099, 2.754], [0.644, 2.079, 4.362], [-2.358, -1.910, 3.831], [-1.102, -2.759, 2.975], [1.478, -1.461, -3.959], [0.652, -2.922, -3.404], [-0.221, -2.301, -5.614], [-0.525, -0.660, -5.060], [-2.253, -3.016, -4.855], [-2.734, -0.084, -4.185], [-2.864, -0.782, -5.803], [-3.970, -1.296, -4.531], [-1.725, -3.376, -2.609], [-3.137, -2.318, -2.516]]
}

***

Entry 2:
{
  "formula": "C32H31BClF5N8O3SZr",
  "method": "ωB97M-V/def2-TZVPD",
  "s2": 0.7758,
  "multiplicity": 2,
  "lumo_ev": [-3.23, -4.74],
  "total_charge": 1,
  "relative_energy_kcal_mol": 32.6,
  "homo_ev": [-11.07, -11.33],
  "species": ["Zr", "C", "C", "C", "C", "N", "N", "B", "N", "C", "C", "C", "C", "N", "N", "C", "C", "C", "C", "N", "N", "C", "C", "C", "C", "N", "H", "H", "H", "H", "H", "H", "H", "H", "H", "H", "H", "H", "H", "H", "H", "H", "H", "H", "H", "H", "C", "O", "C", "C", "C", "C", "C", "C", "O", "C", "O", "C", "H", "H", "H", "H", "H", "H", "H", "H", "H", "F", "C", "C", "F", "C", "F", "C", "S", "C", "F", "C", "F", "Cl", "C", "H", "H"],
  "coordinates": [[-1.102, 0.712, 0.676], [-3.056, 1.860, 3.902], [-2.247, 0.609, 3.829], [-1.716, -0.164, 4.864], [-1.077, -1.213, 4.243], [-1.247, -1.096, 2.917], [-1.960, 0.051, 2.653], [-0.634, -1.997, 1.801], [-1.631, -2.079, 0.582], [-1.910, -3.178, -0.136], [-2.938, -2.875, -1.001], [-3.248, -1.533, -0.761], [-4.308, -0.710, -1.416], [-2.452, -1.053, 0.193], [0.722, -1.271, 1.352], [1.924, -1.792, 1.062], [2.871, -0.793, 1.134], [2.176, 0.368, 1.458], [2.746, 1.720, 1.724], [0.868, 0.100, 1.577], [-0.435, -3.395, 2.328], [-1.343, -4.109, 3.044], [-0.901, -5.401, 3.110], [0.306, -5.408, 2.373], [1.227, -6.557, 2.110], [0.575, -4.207, 1.895], [-3.930, 1.704, 4.533], [-3.395, 2.160, 2.913], [-2.477, 2.677, 4.334], [-1.790, 0.021, 5.923], [-0.525, -2.043, 4.654], [-1.372, -4.097, 0.040], [-3.423, -3.540, -1.695], [-5.155, -1.344, -1.674], [-3.945, -0.255, -2.339], [-4.664, 0.076, -0.753], [2.019, -2.850, 0.891], [3.933, -0.892, 0.977], [3.834, 1.672, 1.684], [2.462, 2.063, 2.719], [2.402, 2.453, 0.998], [-2.237, -3.651, 3.438], [-1.372, -6.227, 3.616], [1.592, -6.986, 3.043], [2.083, -6.228, 1.524], [0.717, -7.350, 1.562], [1.361, 0.244, -5.788], [0.192, 1.069, -5.831], [-0.485, 1.266, -4.697], [-1.562, 2.178, -4.797], [-2.279, 2.455, -3.682], [-1.991, 1.869, -2.412], [-2.818, 2.235, -1.318], [-3.961, 3.190, -1.471], [-2.665, 1.778, -0.135], [-0.904, 0.932, -2.348], [-0.538, 0.351, -1.230], [-0.183, 0.636, -3.504], [1.824, 0.338, -6.764], [1.088, -0.797, -5.609], [2.044, 0.593, -5.014], [-1.782, 2.630, -5.753], [-3.099, 3.155, -3.764], [-3.606, 4.160, -1.821], [-4.449, 3.318, -0.510], [-4.688, 2.819, -2.195], [0.609, -0.091, -3.427], [7.591, 3.946, -0.903], [6.505, 3.232, -1.115], [6.607, 1.854, -1.257], [7.796, 1.275, -1.173], [5.468, 1.118, -1.479], [5.596, -0.194, -1.602], [4.188, 1.714, -1.563], [2.798, 0.786, -1.814], [4.138, 3.119, -1.406], [2.981, 3.760, -1.462], [5.271, 3.867, -1.191], [5.209, 5.184, -1.051], [0.013, 3.080, 0.097], [-0.755, 2.714, 1.729], [-1.521, 3.462, 1.896], [0.038, 2.800, 2.467]]
}

***

Entry 3:
{
  "formula": "C9H22N2O2P",
  "method": "ωB97M-V/def2-TZVPD",
  "lumo_ev": -4.13,
  "total_charge": 1,
  "relative_energy_kcal_mol": 74.3,
  "homo_ev": -10.69,
  "species": ["C", "C", "N", "C", "C", "P", "C", "C", "O", "H", "H", "H", "H", "H", "H", "H", "H", "H", "H", "H", "H", "H", "H", "C", "C", "O", "N", "C", "H", "H", "H", "H", "H", "H", "H", "H"],
  "coordinates": [[-1.766, 4.197, -1.508], [-1.708, 3.110, -0.431], [-0.562, 2.236, -0.623], [-0.047, 1.528, 0.556], [-0.955, 1.204, 1.752], [-2.305, -0.031, 1.638], [-0.652, 1.431, -1.809], [-1.691, 0.340, -1.941], [0.125, 1.630, -2.734], [-1.183, 5.047, -1.170], [-1.314, 3.867, -2.433], [-2.779, 4.538, -1.669], [-2.659, 2.571, -0.415], [-1.627, 3.611, 0.525], [0.357, 0.581, 0.209], [0.774, 2.126, 0.946], [-0.295, 0.780, 2.504], [-1.366, 2.094, 2.211], [-1.740, -1.051, 0.865], [-3.258, 0.569, 0.807], [-1.292, -0.595, -1.566], [-2.624, 0.574, -1.451], [-1.883, 0.221, -2.998], [1.938, -3.312, -1.054], [1.700, -2.558, 0.209], [0.735, -1.950, 0.522], [2.834, -2.534, 1.227], [2.727, -3.691, 2.198], [1.124, -4.021, -1.197], [1.942, -2.601, -1.881], [2.884, -3.854, -1.047], [3.744, -2.546, 0.762], [2.705, -1.657, 1.737], [3.672, -3.783, 2.725], [2.521, -4.600, 1.640], [1.923, -3.472, 2.892]]
}

***

Entry 4:
{
  "formula": "C15H37N2O3Si",
  "method": "ωB97M-V/def2-TZVPD",
  "lumo_ev": -2.41,
  "total_charge": 1,
  "homo_ev": -11.07,
  "species": ["C", "Si", "C", "C", "C", "C", "C", "N", "O", "C", "O", "H", "H", "H", "H", "H", "H", "H", "H", "H", "H", "H", "H", "H", "H", "H", "H", "H", "C", "C", "N", "C", "C", "C", "C", "C", "O", "C", "H", "H", "H", "H", "H", "H", "H", "H", "H", "H", "H", "H", "H", "H", "H", "H", "H", "H", "H", "H"],
  "coordinates": [[-2.150, 0.521, 3.560], [-1.548, -0.999, 2.513], [0.355, -1.135, 2.841], [-1.945, -0.708, 0.638], [-2.517, -2.549, 3.147], [-3.901, -2.814, 2.389], [-5.139, -1.971, 2.937], [-5.073, -0.506, 2.650], [-1.653, -3.716, 2.841], [-0.863, -4.067, 3.958], [-1.287, -4.342, 5.090], [-2.686, 0.184, 4.514], [-1.278, 1.213, 3.817], [-2.900, 1.137, 2.945], [0.888, -0.253, 2.363], [0.711, -2.153, 2.460], [0.511, -1.111, 3.982], [-1.375, 0.217, 0.304], [-3.077, -0.527, 0.543], [-1.623, -1.664, 0.092], [-2.711, -2.418, 4.261], [-4.160, -3.921, 2.582], [-3.734, -2.733, 1.265], [-5.333, -2.130, 4.052], [-6.075, -2.366, 2.397], [-4.910, -0.050, 3.565], [-5.939, -0.141, 2.242], [0.271, -4.153, 3.789], [0.949, 3.048, -1.346], [1.852, 2.781, -2.539], [3.117, 1.981, -2.212], [3.929, 2.775, -1.185], [4.023, 1.903, -3.447], [3.483, 1.131, -4.638], [2.843, 0.606, -1.568], [1.891, -0.339, -2.303], [0.594, 0.219, -2.420], [-0.131, -0.277, -3.543], [1.423, 3.702, -0.612], [0.046, 3.559, -1.688], [0.633, 2.137, -0.839], [2.189, 3.736, -2.956], [1.312, 2.263, -3.326], [4.091, 3.780, -1.574], [4.879, 2.263, -1.031], [3.378, 2.812, -0.245], [4.971, 1.466, -3.125], [4.213, 2.938, -3.747], [3.675, 0.063, -4.529], [4.023, 1.435, -5.537], [2.422, 1.292, -4.825], [2.438, 0.814, -0.575], [3.818, 0.128, -1.446], [1.799, -1.255, -1.707], [2.285, -0.642, -3.271], [0.229, -1.253, -3.879], [-0.051, 0.446, -4.359], [-1.181, -0.356, -3.262]]
}

***

Entry 5:
{
  "formula": "C25H36Cl2P",
  "method": "ωB97M-V/def2-TZVPD",
  "lumo_ev": -5.84,
  "total_charge": 1,
  "relative_energy_kcal_mol": 62.8,
  "homo_ev": -10.44,
  "species": ["C", "C", "C", "C", "P", "C", "C", "C", "C", "C", "C", "C", "C", "H", "H", "H", "H", "H", "H", "H", "H", "H", "H", "H", "H", "H", "H", "H", "H", "H", "H", "H", "H", "H", "H", "H", "H", "H", "H", "H", "Cl", "C", "C", "C", "C", "C", "C", "C", "C", "C", "Cl", "C", "C", "C", "C", "H", "H", "H", "H", "H", "H", "H", "H", "H"],
  "coordinates": [[-3.535, 3.887, -0.832], [-2.845, 2.535, -0.985], [-1.322, 2.646, -1.004], [-0.629, 1.282, -1.183], [-1.216, 0.039, 0.010], [-0.988, -1.691, -0.470], [-2.284, -2.482, -0.732], [-3.255, -2.482, 0.446], [-4.457, -3.391, 0.178], [-0.406, 0.285, 1.632], [-1.162, -0.434, 2.760], [-0.598, -0.149, 4.161], [0.813, -0.674, 4.414], [-4.617, 3.773, -0.929], [-3.328, 4.328, 0.147], [-3.200, 4.590, -1.601], [-3.146, 1.865, -0.167], [-3.177, 2.060, -1.915], [-1.011, 3.304, -1.828], [-0.982, 3.131, -0.076], [-0.832, 0.877, -2.188], [0.458, 1.382, -1.064], [-0.404, -1.674, -1.394], [-0.413, -2.195, 0.324], [-2.797, -2.088, -1.623], [-2.005, -3.521, -0.968], [-2.733, -2.822, 1.351], [-3.598, -1.455, 0.640], [-5.123, -3.405, 1.045], [-5.027, -3.040, -0.690], [-4.129, -4.418, -0.021], [0.621, -0.087, 1.547], [-0.364, 1.374, 1.821], [-2.216, -0.118, 2.749], [-1.157, -1.521, 2.580], [-0.623, 0.933, 4.332], [-1.288, -0.604, 4.881], [1.022, -0.670, 5.487], [0.932, -1.703, 4.054], [1.570, -0.050, 3.927], [5.425, 3.049, 2.517], [4.286, 2.091, 1.670], [3.881, 0.858, 2.199], [3.039, 0.032, 1.462], [2.546, 0.437, 0.193], [1.757, -0.493, -0.609], [2.118, -0.754, -1.993], [1.564, -1.874, -2.678], [1.712, -2.041, -4.048], [2.590, -1.208, -4.758], [2.809, -1.426, -6.439], [3.291, -0.198, -4.084], [3.066, 0.014, -2.725], [2.858, 1.749, -0.250], [3.759, 2.546, 0.452], [4.240, 0.550, 3.177], [2.793, -0.966, 1.830], [1.403, -1.380, -0.069], [1.023, -2.639, -2.114], [1.156, -2.813, -4.577], [3.994, 0.426, -4.629], [3.660, 0.772, -2.223], [2.424, 2.135, -1.178], [4.058, 3.515, 0.062]]
}

***

Entry 6:
{
  "formula": "C19H28BN7SiTi",
  "method": "ωB97M-V/def2-TZVPD",
  "s2": 2.0075,
  "multiplicity": 3,
  "lumo_ev": [0.46, 0.40],
  "relative_energy_kcal_mol": 0.0,
  "homo_ev": [-6.07, -6.78],
  "species": ["H", "N", "B", "N", "C", "Ti", "H", "C", "H", "C", "H", "C", "H", "H", "H", "N", "N", "N", "N", "C", "C", "H", "H", "C", "C", "C", "C", "H", "H", "H", "H", "H", "C", "Si", "C", "C", "N", "C", "C", "C", "C", "C", "C", "H", "H", "H", "H", "H", "H", "H", "H", "H", "H", "H", "H", "H", "H"],
  "coordinates": [[-0.028, 3.123, 0.834], [0.192, 1.826, -0.855], [0.856, 0.867, -3.120], [0.636, 2.043, -2.154], [0.766, 3.351, -2.367], [-0.234, -0.031, -0.337], [1.064, 3.688, -3.357], [0.509, 4.028, -1.175], [0.594, 5.084, -1.006], [0.172, 3.050, -0.229], [1.337, 1.202, -4.147], [-2.097, -2.836, 1.500], [-2.431, -3.109, 2.513], [-1.093, -3.263, 1.331], [-2.785, -3.251, 0.748], [-0.560, 0.301, -3.319], [1.627, -0.315, -2.475], [-1.250, -0.177, -2.210], [1.374, -0.858, -1.196], [-1.278, 0.165, -4.436], [2.609, -0.995, -3.062], [-0.836, 0.490, -5.375], [2.867, -0.716, -4.076], [-2.486, -0.417, -4.089], [3.123, -1.929, -2.169], [-2.440, -0.628, -2.702], [2.343, -1.820, -1.008], [-3.270, -0.665, -4.776], [3.975, -2.560, -2.344], [-3.171, -1.081, -2.060], [2.469, -2.326, -0.060], [-2.094, -1.732, 1.396], [-2.371, 1.171, 1.704], [-0.915, 0.799, 2.811], [-0.467, 2.388, 3.742], [-1.473, -0.402, 4.148], [0.338, 0.163, 1.791], [1.599, 0.159, 2.369], [2.742, 0.213, 1.527], [4.037, 0.109, 2.045], [4.254, 0.030, 3.431], [3.142, 0.039, 4.288], [1.839, 0.102, 3.781], [-3.082, 1.520, 2.465], [-2.805, 0.307, 1.190], [-2.218, 1.973, 0.974], [-1.370, 2.707, 4.282], [0.332, 2.280, 4.488], [-0.175, 3.200, 3.065], [-1.808, -1.370, 3.758], [-0.718, -0.603, 4.917], [-2.321, 0.081, 4.652], [2.583, 0.316, 0.450], [4.883, 0.080, 1.353], [5.268, -0.047, 3.836], [3.300, -0.018, 5.369], [1.011, 0.095, 4.496]]
}

***

In order of appearance, E_tot = -1922.089596; -3331.380724; -957.147347; -1218.152601; -2235.638933; -2288.029819 Eh.
In order of appearance, max |F| = 1.47; 1.10; 1.83; 3.91; 3.25; 4.28 eV Å⁻¹.